(1)
{"formula": "C34H19N9O3SSn", "method": "ωB97M-V with the def2-TZVPD basis set", "total_energy_ev": -71788.6742, "homo_lumo_gap_ev": [4.83, 5.01], "lumo_ha": [-0.0770, -0.0742], "max_force_ev_per_a": 2.13, "charge": 0, "e_homo_ev": [-6.9, -7.0], "symbols": ["Sn", "C", "C", "C", "C", "C", "N", "C", "N", "C", "C", "C", "C", "C", "C", "C", "C", "N", "C", "N", "C", "N", "C", "N", "C", "N", "C", "C", "C", "C", "C", "C", "C", "C", "C", "C", "C", "C", "N", "C", "C", "H", "H", "H", "H", "H", "H", "H", "H", "H", "H", "H", "H", "H", "H", "H", "H", "C", "C", "O", "O", "H", "H", "H", "O", "S", "N"], "coordinates": [[0.0463, 0.2058, 0.5065], [2.9682, -5.7050, 0.7006], [4.1320, -4.9671, 0.5004], [4.0862, -3.6265, 0.1562], [2.8385, -3.0384, 0.0372], [2.4236, -1.6777, -0.2160], [1.0666, -1.6191, -0.2067], [0.5653, -2.8511, 0.0945], [-0.6847, -3.1967, 0.2543], [-1.7005, -2.3750, 0.1800], [-3.0847, -2.7752, 0.3029], [-3.6828, -3.9915, 0.5987], [-5.0605, -4.0192, 0.7338], [-5.8289, -2.8728, 0.5326], [-5.2463, -1.6663, 0.1849], [-3.8622, -1.6185, 0.0905], [-2.9330, -0.5419, -0.1744], [-3.2751, 0.6825, -0.4787], [-2.4310, 1.6408, -0.7947], [-1.0833, 1.5566, -0.9457], [-0.5771, 2.8062, -1.1098], [0.6837, 3.1734, -1.1620], [1.7018, 2.3892, -0.9446], [1.6697, 1.0664, -0.5956], [2.9304, 0.5485, -0.5863], [3.2734, -0.7001, -0.4109], [3.8588, 1.6185, -0.8728], [5.2430, 1.6561, -0.9302], [5.8461, 2.8798, -1.1655], [5.0862, 4.0319, -1.3600], [3.7017, 3.9969, -1.3381], [3.0891, 2.7793, -1.0846], [-1.6635, 3.7592, -1.1405], [-1.7010, 5.1395, -1.2415], [-2.9301, 5.7594, -1.1097], [-4.1003, 5.0256, -0.9153], [-4.0766, 3.6453, -0.8406], [-2.8430, 3.0198, -0.9351], [-1.6644, -1.0344, -0.0569], [1.6635, -3.7817, 0.2364], [1.7161, -5.1280, 0.5594], [3.0447, -6.7464, 0.9788], [5.0887, -5.4520, 0.6248], [4.9800, -3.0474, -0.0048], [-3.0812, -4.8751, 0.7330], [-5.5530, -4.9416, 1.0065], [-6.9009, -2.9323, 0.6550], [-5.8375, -0.7818, 0.0107], [5.8146, 0.7554, -0.7784], [6.9238, 2.9467, -1.1941], [5.5917, 4.9714, -1.5286], [3.1073, 4.8830, -1.4911], [-0.7954, 5.7000, -1.4052], [-2.9899, 6.8364, -1.1495], [-5.0404, 5.5478, -0.8134], [-4.9767, 3.0657, -0.7055], [0.8094, -5.6925, 0.7055], [-0.3804, -0.0079, 4.1840], [0.6285, -0.9172, 3.5186], [1.2637, -1.7475, 4.1196], [0.7999, -0.7863, 2.2280], [-0.4365, -0.2286, 5.2459], [-1.3550, -0.1524, 3.7182], [-0.0701, 1.0240, 4.0334], [-1.7572, 3.7066, 2.5341], [-1.8045, 2.4066, 1.9081], [-0.4045, 1.8955, 1.6405]]}

---

(2)
{"formula": "C34H21ClN3O2S6Ta", "method": "ωB97M-V with the def2-TZVPD basis set", "total_energy_ev": -123255.3575, "homo_lumo_gap_ev": 6.74, "lumo_ha": -0.0391, "max_force_ev_per_a": 0.12, "relative_energy_kj_mol": 0.0, "charge": 0, "e_homo_ev": -7.8, "symbols": ["Ta", "S", "C", "C", "C", "C", "C", "C", "S", "C", "C", "C", "C", "C", "C", "C", "S", "C", "C", "C", "C", "C", "C", "S", "N", "H", "H", "H", "H", "H", "H", "H", "H", "H", "H", "H", "H", "H", "H", "H", "S", "C", "C", "C", "C", "N", "C", "C", "C", "S", "C", "N", "H", "H", "Cl", "C", "C", "C", "C", "C", "C", "C", "O", "O", "H", "H", "H", "H"], "coordinates": [[0.3889, -0.4763, -0.2574], [1.8517, -2.0279, 0.9743], [0.9676, -2.4446, 2.4445], [1.6311, -2.6926, 3.6431], [0.9209, -3.0696, 4.7738], [-0.4596, -3.2071, 4.7282], [-1.1330, -2.9871, 3.5350], [-0.4152, -2.6087, 2.4125], [-1.1762, -2.4070, 0.8226], [-2.6122, -1.3991, 1.2250], [-2.9218, -0.4303, 0.1202], [-4.2535, -0.1491, -0.1379], [-4.5791, 0.8501, -1.0335], [-3.5527, 1.5697, -1.6107], [-2.2419, 1.2373, -1.3140], [-1.1276, 2.0911, -1.8193], [0.1648, 1.0038, -2.4644], [1.5395, 2.1081, -2.4579], [1.9694, 2.6721, -3.6496], [3.0548, 3.5342, -3.6361], [3.6887, 3.8158, -2.4329], [3.2564, 3.2421, -1.2469], [2.1743, 2.3665, -1.2448], [1.5956, 1.6414, 0.2400], [-1.9188, 0.2057, -0.5114], [2.7062, -2.5746, 3.6831], [1.4509, -3.2526, 5.6998], [-1.0114, -3.4956, 5.6125], [-2.2066, -3.1205, 3.4839], [-2.3820, -0.8434, 2.1361], [-3.4746, -2.0352, 1.4121], [-5.0201, -0.7121, 0.3749], [-5.6126, 1.0766, -1.2580], [-3.7471, 2.3923, -2.2835], [-0.7140, 2.6470, -0.9725], [-1.4666, 2.7727, -2.5958], [1.4656, 2.4252, -4.5757], [3.4084, 3.9747, -4.5581], [4.5414, 4.4822, -2.4193], [3.7670, 3.4530, -0.3165], [2.5213, -0.7980, -1.6113], [2.0162, -1.4242, -3.1594], [2.9031, -1.3719, -4.2345], [2.5373, -1.8538, -5.4813], [3.4685, -1.7663, -6.5712], [4.2257, -1.6973, -7.4324], [1.2601, -2.4046, -5.6685], [0.3775, -2.4608, -4.6000], [0.7415, -1.9718, -3.3499], [-0.3830, -2.0956, -2.0163], [0.8460, -2.8986, -6.9510], [0.4887, -3.2977, -7.9674], [3.8863, -0.9421, -4.0966], [-0.6075, -2.8832, -4.7462], [-1.1107, 1.4580, 8.1056], [-1.0099, 1.3876, 6.3732], [-0.1808, 0.4504, 5.7797], [-0.1121, 0.3920, 4.3971], [-0.8605, 1.2663, 3.6196], [-1.6792, 2.2091, 4.2342], [-1.7615, 2.2727, 5.6140], [-0.8179, 1.2215, 2.1230], [-1.3765, 2.0690, 1.4510], [-0.1780, 0.1778, 1.6368], [0.4004, -0.2239, 6.3933], [0.5303, -0.3311, 3.9159], [-2.2458, 2.8904, 3.6140], [-2.3960, 2.9982, 6.1034]]}

---

(3)
{"formula": "C34H22BrMoN5O8S2", "method": "ωB97M-V with the def2-TZVPD basis set", "total_energy_ev": -153013.3687, "homo_lumo_gap_ev": 6.60, "lumo_ha": -0.0976, "max_force_ev_per_a": 0.72, "relative_energy_kj_mol": 8.7, "charge": 0, "e_homo_ev": -9.3, "symbols": ["Mo", "S", "C", "S", "C", "C", "N", "C", "N", "Br", "C", "C", "C", "C", "C", "C", "H", "H", "H", "H", "O", "C", "O", "C", "C", "C", "C", "C", "C", "N", "O", "O", "H", "H", "H", "H", "O", "C", "N", "C", "C", "O", "N", "C", "C", "C", "C", "C", "C", "C", "C", "C", "C", "C", "C", "H", "H", "H", "H", "H", "H", "H", "H", "H", "H", "H", "C", "C", "O", "O", "H", "H", "H"], "coordinates": [[1.8785, -0.5948, 0.8537], [2.9788, -0.2943, 2.9995], [4.5121, -0.7378, 2.3333], [4.2341, -1.0266, 0.6460], [5.6823, -0.8617, 3.0038], [6.8672, -1.2740, 2.3197], [7.8175, -1.6177, 1.7716], [5.7307, -0.6050, 4.4088], [5.7615, -0.3812, 5.5362], [2.8289, -2.3293, -5.6460], [2.6495, -1.8485, -3.8263], [2.7322, -2.8248, -2.8507], [2.6011, -2.4644, -1.5174], [2.3740, -1.1397, -1.1605], [2.2939, -0.1718, -2.1573], [2.4380, -0.5228, -3.4899], [2.9011, -3.8571, -3.1240], [2.6739, -3.2351, -0.7615], [2.1119, 0.8655, -1.9169], [2.3744, 0.2328, -4.2604], [3.7156, 2.5767, -0.0140], [2.5739, 2.4542, 0.3003], [2.0418, 1.2136, 0.5133], [1.5608, 3.5366, 0.4032], [1.9938, 4.8502, 0.2498], [1.0801, 5.8877, 0.3053], [-0.2521, 5.5726, 0.5042], [-0.7073, 4.2780, 0.6602], [0.2169, 3.2494, 0.6113], [-1.2430, 6.6731, 0.5453], [-2.4048, 6.3700, 0.7215], [-0.8221, 7.8061, 0.4660], [3.0444, 5.0452, 0.0847], [1.3778, 6.9189, 0.1920], [-1.7594, 4.0924, 0.8119], [-0.1069, 2.2262, 0.7295], [0.1157, -0.1160, 2.1604], [-0.6662, -0.3077, 1.1834], [-1.9881, -0.4239, 1.1484], [-2.4234, -0.7007, -0.2284], [-1.0353, -0.8502, -0.9435], [-0.8738, -1.2027, -2.0740], [-0.0778, -0.4498, -0.0250], [-3.1096, 0.5014, -0.8645], [-3.5689, 0.3878, -2.1750], [-4.1495, 1.4749, -2.8046], [-4.2799, 2.6862, -2.1351], [-3.8235, 2.8033, -0.8334], [-3.2355, 1.7139, -0.2006], [-3.2425, -1.9789, -0.2698], [-4.6277, -1.9174, -0.1552], [-5.3772, -3.0830, -0.1005], [-4.7470, -4.3172, -0.1610], [-3.3656, -4.3824, -0.2703], [-2.6148, -3.2185, -0.3234], [-2.5702, -0.5027, 1.9657], [-3.4591, -0.5526, -2.6997], [-4.5008, 1.3785, -3.8235], [-4.7368, 3.5337, -2.6287], [-3.9238, 3.7428, -0.3043], [-2.8820, 1.8166, 0.8176], [-5.1251, -0.9558, -0.1226], [-6.4544, -3.0258, -0.0152], [-5.3315, -5.2272, -0.1234], [-2.8668, -5.3415, -0.3129], [-1.5372, -3.2870, -0.3993], [2.2959, -4.0284, 2.7242], [1.1545, -3.5182, 1.9078], [0.0704, -3.9856, 1.7602], [1.4778, -2.3351, 1.2872], [2.0971, -5.0462, 3.0458], [2.4093, -3.3779, 3.5945], [3.2222, -3.9693, 2.1524]]}